Entry from the Open Molecules 2025 dataset: a structure of composition C39H54P3S5SiTi (wB97M-V/def2-TZVPD).

The geometry in XYZ format:
```
103
Properties=species:S:1:pos:R:3
Ti 1.00 -0.12 0.46
C -3.65 4.02 1.18
C -3.90 2.74 0.39
C -4.61 1.71 1.27
P -2.34 1.98 -0.28
C -1.80 3.22 -1.55
C -0.98 2.57 -2.66
C -0.97 4.35 -0.91
C -3.10 0.69 -1.37
C -4.02 1.02 -2.36
C -4.53 0.06 -3.23
C -4.10 -1.25 -3.10
C -3.19 -1.59 -2.10
C -2.68 -0.63 -1.20
Si -1.37 -1.04 0.16
C -2.36 -0.83 1.79
C -3.73 -1.11 1.90
C -4.40 -1.03 3.11
C -3.70 -0.68 4.26
C -2.34 -0.40 4.17
C -1.67 -0.46 2.95
P 0.13 -0.08 2.80
C 0.32 1.57 3.66
C -0.78 2.53 3.20
C 0.42 1.60 5.19
C 0.78 -1.32 4.04
C 0.41 -2.73 3.57
C 2.30 -1.20 4.19
C -1.29 -2.99 0.09
C -2.39 -3.83 0.33
C -2.31 -5.21 0.23
C -1.11 -5.80 -0.15
C 0.00 -5.01 -0.38
C -0.08 -3.62 -0.26
P 1.37 -2.50 -0.37
C 2.91 -3.50 -0.19
C 3.20 -4.59 -1.24
C 3.06 -4.04 1.23
C 1.52 -1.96 -2.17
C 0.64 -2.70 -3.16
C 1.26 -0.44 -2.25
H -4.57 4.33 1.69
H -3.33 4.85 0.55
H -2.88 3.86 1.95
H -4.55 2.98 -0.46
H -3.99 1.43 2.12
H -4.85 0.80 0.72
H -5.55 2.12 1.66
H -2.72 3.65 -1.98
H -0.09 2.09 -2.23
H -0.64 3.33 -3.37
H -1.54 1.81 -3.21
H 0.08 4.05 -0.87
H -1.26 4.59 0.10
H -1.04 5.26 -1.51
H -4.34 2.05 -2.48
H -5.25 0.34 -3.99
H -4.47 -2.02 -3.77
H -2.88 -2.62 -2.02
H -4.29 -1.36 1.01
H -5.46 -1.24 3.16
H -4.20 -0.62 5.22
H -1.81 -0.13 5.08
H 1.27 1.93 3.25
H -1.75 2.24 3.63
H -0.89 2.54 2.11
H -0.55 3.55 3.53
H -0.54 1.38 5.66
H 0.71 2.61 5.51
H 1.16 0.91 5.59
H 0.29 -1.13 4.99
H 0.75 -2.90 2.54
H -0.67 -2.88 3.57
H 0.87 -3.48 4.21
H 2.80 -1.32 3.23
H 2.66 -1.97 4.88
H 2.61 -0.23 4.58
H -3.34 -3.39 0.62
H -3.18 -5.82 0.43
H -1.03 -6.88 -0.24
H 0.93 -5.48 -0.67
H 3.65 -2.70 -0.31
H 2.95 -5.58 -0.87
H 4.27 -4.60 -1.48
H 2.67 -4.44 -2.18
H 2.26 -4.74 1.48
H 3.05 -3.23 1.96
H 4.01 -4.57 1.33
H 2.58 -2.12 -2.41
H -0.39 -2.79 -2.79
H 0.99 -3.71 -3.37
H 0.60 -2.16 -4.11
H 0.19 -0.24 -2.30
H 1.74 0.01 -3.11
H 1.68 0.07 -1.38
S 6.27 4.75 -0.99
C 5.09 3.66 -0.59
S 3.42 4.02 -0.56
C 2.81 2.45 -0.05
C 3.76 1.51 0.15
S 3.49 -0.12 0.72
S 5.40 2.02 -0.17
S 1.08 2.27 0.20
```

Results
- energy above the lowest of the compared OMol25 structures with the same formula, charge and spin (kcal/mol) = 13.6
- multiplicity = 3
- HOMO energy (alpha / beta) (eV) = -3.57 / -4.16
- <S²> = 2.01
- net charge = -1

Entry from the Open Molecules 2025 dataset: a cluster of 2 separate species, C4H13NO2 in total (wB97M-V/def2-TZVPD).

The geometry in XYZ format:
```
20
Properties=species:S:1:pos:R:3
C -0.81 -2.53 0.19
N -0.62 -1.16 -0.17
C 0.63 -0.55 -0.63
C 0.69 0.90 -0.92
C 2.20 1.26 -1.08
O 0.10 1.73 0.08
H -1.39 -2.61 1.12
H 0.14 -2.95 0.56
H -1.15 -3.11 -0.67
H -1.39 -0.74 -0.70
H 1.27 -0.77 0.26
H 1.06 -1.18 -1.42
H 0.21 1.22 -1.85
H 2.55 1.20 -2.10
H 2.63 2.12 -0.57
H 2.75 0.50 -0.49
H 0.15 2.60 -0.31
H -1.45 -0.27 2.69
H -1.76 0.14 1.24
O -1.96 0.36 2.16
```

Results
- energy above the lowest of the compared OMol25 structures with the same formula, charge and spin (kcal/mol) = 46.9
- multiplicity = 2
- HOMO energy (alpha / beta) (eV) = -14.57 / -14.56
- <S²> = 0.75
- net charge = +1

Entry from the Open Molecules 2025 dataset: a structure of composition C24H24N8O3Ru (wB97M-V/def2-TZVPD).

The geometry in XYZ format:
```
60
Properties=species:S:1:pos:R:3
Ru -0.06 -0.28 -0.07
N -0.53 1.36 1.83
C -1.87 1.09 2.31
C -2.82 0.96 1.11
O -3.93 1.48 1.14
N -2.30 0.26 0.10
C -2.84 0.43 -1.17
C -1.76 1.25 -2.12
O -2.13 1.38 -3.27
O -0.75 1.64 -1.51
H 0.14 1.39 2.59
H -0.50 2.23 1.30
H -2.27 1.88 2.97
H -1.86 0.14 2.87
H -3.75 1.05 -1.17
H -3.00 -0.51 -1.70
C 3.08 0.52 1.47
N 1.88 -0.28 1.47
C 1.72 -1.16 2.39
C 0.52 -1.91 2.52
C 0.11 -2.67 3.62
C -1.20 -3.05 3.36
C -1.51 -2.54 2.10
N -0.48 -1.85 1.59
C 3.91 0.29 0.24
C 4.23 1.34 -0.62
C 5.00 1.11 -1.75
C 5.45 -0.16 -2.03
C 5.13 -1.21 -1.19
C 4.37 -0.99 -0.06
H 3.70 0.30 2.36
H 2.76 1.57 1.50
H 2.48 -1.33 3.17
H 0.70 -2.88 4.50
H -1.86 -3.62 3.99
H -2.44 -2.63 1.57
H 3.87 2.33 -0.40
H 5.23 1.93 -2.41
H 6.03 -0.35 -2.92
H 5.45 -2.22 -1.43
H 4.10 -1.80 0.60
N 1.61 -0.19 -1.46
C 2.15 -0.36 -2.49
N 2.71 -0.38 -3.61
C 3.28 -1.26 -4.34
N 3.80 -1.97 -5.09
C -2.76 -4.48 -4.68
C -2.03 -3.65 -3.68
C -2.16 -3.85 -2.31
C -1.48 -3.03 -1.44
N -0.69 -2.04 -1.83
C -0.55 -1.84 -3.14
C -1.18 -2.62 -4.09
H -3.53 -5.07 -4.20
H -2.08 -5.16 -5.20
H -3.22 -3.84 -5.43
H -2.79 -4.64 -1.93
H -1.56 -3.16 -0.37
H 0.09 -1.02 -3.45
H -1.01 -2.43 -5.14
```

Results
- multiplicity = 2
- HOMO energy (alpha / beta) (eV) = -4.87 / -4.89
- <S²> = 0.81
- net charge = -1

Entry from the Open Molecules 2025 dataset: a cluster of 3 separate species, C20H22ClFO11P2 in total (wB97M-V/def2-TZVPD).

The geometry in XYZ format:
```
57
Properties=species:S:1:pos:R:3
C -2.31 -4.00 -1.40
C -1.56 -2.75 -2.18
C -2.38 -2.24 -3.53
O -1.55 -1.50 -4.53
C -0.58 -0.63 -3.86
C 1.06 -0.77 -4.10
C 2.19 -0.06 -3.12
F 3.66 -0.33 -3.36
C 1.64 0.87 -1.87
P 2.91 1.43 -0.55
C 2.11 1.63 1.19
O 3.48 3.02 -1.03
C 0.05 1.25 -1.85
C -1.10 0.55 -2.85
C -2.69 1.08 -2.74
O -3.52 1.08 -3.80
C -3.13 1.59 -1.21
C -2.09 1.91 -0.15
P -2.44 1.81 1.74
O -1.60 0.36 2.31
Cl -4.55 1.47 1.89
C -0.58 2.32 -0.75
O 0.01 3.48 -0.40
H -1.77 -4.28 -0.38
H -3.44 -3.75 -1.13
H -2.24 -4.99 -2.07
H -0.47 -3.11 -2.42
H -1.59 -1.83 -1.42
H -3.31 -1.61 -3.16
H -2.82 -3.21 -4.04
H 1.43 -1.46 -4.98
H 2.84 1.32 2.08
H 1.95 2.80 1.33
H 1.05 1.15 1.31
H 4.12 2.82 -1.79
H -4.28 1.63 -0.92
H -1.99 -0.48 1.91
O 1.53 1.86 4.13
C 1.03 2.96 4.30
O 0.52 3.74 3.30
C -0.16 4.81 3.93
C 0.50 4.90 5.26
O 0.91 3.57 5.51
H -0.05 5.73 3.34
H -1.22 4.56 4.00
H 1.38 5.55 5.25
H -0.19 5.25 6.04
O -0.67 -3.37 1.11
C 0.50 -3.63 0.91
O 1.46 -2.70 0.63
C 2.71 -3.37 0.70
C 2.35 -4.80 0.45
O 1.02 -4.89 0.95
H 3.40 -2.98 -0.06
H 3.14 -3.21 1.69
H 2.34 -5.06 -0.61
H 3.01 -5.49 0.98
```

Results
- HOMO energy (eV) = -8.24
- SMILES = CCCOc1cc(F)c(P(C)O)c2c1C(=O)C=C(P(O)Cl)C2=O.O=C1OCCO1.O=C1OCCO1

Entry from the Open Molecules 2025 dataset: an isolated molecule of C5H4S (wB97M-V/def2-TZVPD).

The geometry in XYZ format:
```
10
Properties=species:S:1:pos:R:3
C 0.21 2.27 -0.02
C -0.49 1.29 0.03
C -1.11 -0.01 -0.04
S -2.73 -0.01 -0.01
C -0.24 -1.14 0.02
C 1.07 -1.14 -0.04
H 0.91 3.14 -0.03
H -0.88 -2.04 0.02
H 1.61 -2.13 -0.02
H 1.65 -0.24 0.09
```

Results
- energy above the lowest of the compared OMol25 structures with the same formula, charge and spin (kcal/mol) = 40.2
- HOMO energy (eV) = -8.92
- SMILES = C#CC(=S)C=C

Entry from the Open Molecules 2025 dataset: a structure of composition C29H49NP2Re (wB97M-V/def2-TZVPD).

The geometry in XYZ format:
```
82
Properties=species:S:1:pos:R:3
Re 0.07 -0.58 -1.52
C -0.93 -1.88 -0.09
C 0.39 -2.37 -0.40
C 0.60 -0.24 0.48
C -0.80 -0.56 0.43
C 1.34 -1.37 -0.03
C -2.19 -2.68 -0.07
H -2.23 -3.40 -0.89
H -3.07 -2.02 -0.13
H -2.30 -3.25 0.87
C -1.87 0.25 1.08
H -2.87 -0.07 0.77
H -1.72 1.31 0.86
H -1.86 0.15 2.18
C 1.15 0.92 1.24
H 0.99 0.78 2.33
H 0.62 1.84 0.95
H 2.24 1.03 1.11
C 2.81 -1.58 0.11
H 3.01 -2.14 1.04
H 3.35 -0.64 0.19
H 3.20 -2.17 -0.72
C 0.73 -3.77 -0.80
H 0.85 -4.42 0.08
H 1.69 -3.80 -1.34
H -0.04 -4.22 -1.43
C -1.56 1.53 -5.12
C -1.88 0.12 -5.08
C -1.22 -0.80 -6.19
C 0.28 -0.71 -6.38
C 1.03 -0.21 -5.18
C 1.40 1.10 -5.14
C 0.79 2.25 -5.93
C -0.73 2.12 -6.20
H -1.68 -0.46 -7.12
H 0.50 -0.05 -7.25
H -1.52 -1.84 -6.05
H -0.91 1.60 -7.16
H -2.17 2.26 -4.58
H -2.96 -0.13 -5.19
H -1.11 3.16 -6.33
H 0.99 3.18 -5.36
H 2.36 1.42 -4.75
H 1.30 2.39 -6.89
H 0.67 -1.70 -6.69
H 1.50 -0.98 -4.58
P -1.69 0.05 -3.28
C -3.17 0.76 -2.51
C -1.56 -1.78 -3.30
P 1.70 1.03 -1.95
C -0.22 1.24 -2.78
C 3.14 0.23 -2.68
C 2.05 2.74 -1.41
H -2.91 1.26 -1.58
H -3.84 -0.06 -2.24
H -3.76 1.48 -3.11
H -0.93 -2.16 -4.15
H -2.59 -2.15 -3.39
H -1.16 -2.25 -2.37
H 2.32 3.34 -2.29
H 2.89 2.70 -0.69
H 1.18 3.20 -0.90
H -0.58 2.17 -2.32
H 0.32 1.51 -3.70
H 3.96 0.36 -1.97
H 3.39 0.68 -3.64
H 2.95 -0.84 -2.81
C -1.64 4.22 -1.40
C -1.29 4.37 0.03
C -1.04 5.61 0.68
C -0.86 5.31 2.04
C -1.01 3.88 2.15
C -0.99 3.12 3.41
N -1.21 3.34 0.92
H -0.75 4.40 -2.03
H -2.39 4.97 -1.69
H -2.06 3.23 -1.60
H -1.01 6.57 0.18
H -0.68 5.97 2.87
H -0.08 3.36 3.99
H -1.02 2.04 3.22
H -1.85 3.39 4.03
```

Results
- energy above the lowest of the compared OMol25 structures with the same formula, charge and spin (kcal/mol) = 0.0
- multiplicity = 4
- HOMO energy (alpha / beta) (eV) = -12.59 / -13.27
- <S²> = 3.78
- net charge = +2

Entry from the Open Molecules 2025 dataset: a structure of composition C20H18ClIrO5Te (wB97M-V/def2-TZVPD).

The geometry in XYZ format:
```
46
Properties=species:S:1:pos:R:3
Ir 0.60 1.98 -0.91
O -2.80 4.12 -1.15
C -2.08 3.27 -0.70
O -1.14 2.73 -1.47
C -2.27 2.70 0.70
C -2.08 1.18 0.71
C -2.63 0.56 1.98
C -1.60 1.04 3.03
C -0.60 1.80 2.16
O -0.65 1.06 0.91
C -1.18 3.16 1.75
C -0.10 4.08 1.16
O -0.07 5.26 1.40
O 0.83 3.43 0.48
H -3.26 2.99 1.02
H -2.36 0.69 -0.22
H -2.62 -0.53 1.89
H -3.65 0.88 2.19
H -1.13 0.20 3.53
H -2.04 1.69 3.79
H 0.42 1.83 2.53
H -1.63 3.70 2.58
Cl 1.87 2.24 -2.79
Te 0.23 -0.26 -2.08
C 2.18 -1.03 -2.21
C 2.59 -1.60 -3.41
C 3.87 -2.13 -3.51
C 4.73 -2.10 -2.43
C 4.32 -1.52 -1.23
C 3.05 -0.98 -1.12
C -0.42 -1.71 -0.68
C -1.38 -2.61 -1.13
C -1.83 -3.62 -0.29
C -1.32 -3.74 0.99
C -0.36 -2.84 1.44
C 0.09 -1.82 0.61
H 1.93 -1.62 -4.26
H 4.19 -2.57 -4.45
H 5.72 -2.51 -2.51
H 4.99 -1.48 -0.39
H 2.74 -0.51 -0.19
H -1.78 -2.52 -2.13
H -2.58 -4.32 -0.65
H -1.67 -4.53 1.64
H 0.05 -2.93 2.44
H 0.82 -1.12 0.98
```

Results
- energy above the lowest of the compared OMol25 structures with the same formula, charge and spin (kcal/mol) = 22.0
- HOMO energy (eV) = -8.67

Entry from the Open Molecules 2025 dataset: a cluster of 17 separate species, C20H74O27 in total (wB97M-V/def2-TZVPD).

The geometry in XYZ format:
```
121
Properties=species:S:1:pos:R:3
O 0.28 3.48 -1.94
H 0.35 2.78 -2.60
H 1.06 3.31 -1.35
O 0.00 1.66 -4.04
H 0.78 1.25 -3.75
H 0.15 1.90 -4.95
O 2.34 0.67 -2.78
H 3.16 1.11 -2.56
H 1.98 0.42 -1.91
O -2.68 -2.54 -2.85
H -2.40 -1.70 -3.23
H -1.88 -3.05 -2.68
O 2.40 3.08 -0.11
H 3.21 3.41 -0.57
H 2.49 2.12 -0.12
O -0.89 -3.21 0.38
H -0.79 -3.88 1.09
H -1.72 -2.77 0.54
O -2.12 0.00 -4.04
H -2.19 -0.28 -4.93
H -1.43 0.63 -4.02
C -1.30 6.05 1.68
C -0.06 5.19 1.57
O -0.41 3.85 1.39
O -1.84 5.94 3.00
H -2.05 5.74 0.89
H -1.10 7.08 1.32
H 0.61 5.26 2.47
H 0.51 5.50 0.67
H -0.67 3.85 0.52
H -1.32 6.47 3.64
C 0.63 -3.48 -5.09
C 0.66 -2.09 -4.53
O 1.90 -1.95 -3.96
O -0.49 -3.66 -5.84
H 0.78 -4.21 -4.32
H 1.49 -3.58 -5.74
H -0.17 -1.94 -3.85
H 0.42 -1.37 -5.34
H 1.98 -1.08 -3.57
H -0.40 -4.54 -6.20
C 6.28 0.88 2.28
C 6.10 0.56 0.79
O 6.60 1.69 0.08
O 5.82 -0.24 3.03
H 5.72 1.79 2.60
H 7.35 1.16 2.54
H 5.03 0.37 0.62
H 6.75 -0.29 0.61
H 7.57 1.72 0.09
H 6.20 -1.12 2.81
C -5.25 0.00 -1.99
C -3.94 0.54 -1.33
O -3.32 1.54 -2.17
O -5.82 -1.10 -1.30
H -4.89 -0.38 -2.94
H -6.07 0.71 -2.08
H -3.20 -0.24 -1.09
H -4.26 0.95 -0.37
H -3.01 1.04 -2.95
H -6.02 -0.82 -0.44
C 2.49 -2.74 1.18
C 3.22 -2.03 2.34
O 2.62 -2.46 3.54
O 3.10 -2.26 -0.02
H 1.37 -2.66 1.19
H 2.80 -3.82 1.17
H 3.16 -0.98 2.44
H 4.31 -2.29 2.34
H 1.67 -2.51 3.47
H 2.78 -2.79 -0.76
C -0.25 0.05 -0.61
C 0.84 0.30 0.50
O 2.11 0.22 -0.12
O -0.03 -1.18 -1.30
H -0.26 0.79 -1.39
H -1.18 0.18 -0.09
H 0.72 -0.38 1.30
H 0.70 1.27 0.95
H 2.47 -0.60 0.02
H -0.41 -1.92 -0.84
C -2.44 -0.67 2.67
C -1.80 -1.86 3.40
O -0.44 -1.75 3.32
O -3.79 -0.85 2.87
H -2.30 -0.55 1.58
H -2.08 0.17 3.22
H -2.13 -2.83 3.00
H -2.04 -1.74 4.44
H -0.20 -1.05 3.90
H -4.01 -0.50 3.72
C -3.58 2.63 2.40
C -4.64 3.57 1.82
O -5.53 4.05 2.87
O -2.82 2.02 1.44
H -4.09 1.78 2.89
H -2.88 3.06 3.08
H -5.08 3.05 0.91
H -4.13 4.46 1.47
H -5.02 4.51 3.51
H -2.55 2.72 0.81
C 3.44 1.82 4.25
C 2.90 2.04 2.89
O 2.91 3.42 2.58
O 3.62 0.49 4.46
H 2.83 2.33 4.98
H 4.33 2.41 4.40
H 1.88 1.56 2.90
H 3.34 1.49 2.08
H 2.83 3.46 1.63
H 4.37 0.15 3.95
C -1.48 -5.88 -2.18
C -2.95 -5.73 -2.56
O -3.57 -6.93 -2.84
O -0.93 -4.62 -1.97
H -0.89 -6.27 -2.99
H -1.29 -6.47 -1.31
H -3.14 -5.16 -3.44
H -3.52 -5.23 -1.81
H -3.33 -7.14 -3.76
H -1.02 -4.33 -0.98
```

Results
- energy above the lowest of the compared OMol25 structures with the same formula, charge and spin (kcal/mol) = 98.4
- HOMO energy (eV) = -9.25

| no. | calculated total energy (eV) |
| --- | --- |
| 1 | -154359.7551 |
| 2 | -9934.1220 |
| 3 | -45922.6208 |
| 4 | -77421.7931 |
| 5 | -16081.5863 |
| 6 | -53042.9979 |
| 7 | -53923.2565 |
| 8 | -77216.0917 |